Entry 1:
Molecular formula: C14H38Cl6O16P4
Method: DFT, ωB97M-V with the def2-TZVPD basis set

Results
Kohn-Sham gap: 10.83 eV
LUMO level: 0.345 eV

```
78
Properties=species:S:1:pos:R:3:forces:R:3
C 22.650 -6.552 20.660 1.0 0.6 0.2
O 22.781 -7.996 20.742 1.4 -0.8 -0.4
P 24.087 -8.723 20.012 -1.5 0.5 -1.1
O 24.377 -8.056 18.723 0.2 -0.7 1.1
O 25.240 -8.697 21.118 -1.1 0.0 1.0
C 26.590 -9.139 21.004 0.1 -0.2 -2.4
O 23.650 -10.284 19.754 1.3 1.8 0.3
C 23.736 -11.332 20.730 -1.1 0.5 0.2
H 22.698 -6.076 21.639 0.0 -0.6 0.4
H 21.729 -6.171 20.219 -0.1 -0.9 -0.3
H 23.489 -6.116 20.116 -0.1 -0.1 -0.3
H 26.888 -8.853 19.995 0.5 0.4 0.0
H 26.664 -10.224 20.927 -0.2 -0.1 0.8
H 27.291 -8.692 21.709 -0.7 0.0 0.3
H 22.707 -11.358 21.087 0.2 -0.5 0.7
H 24.452 -11.119 21.524 -0.1 0.1 0.0
H 23.963 -12.298 20.279 0.2 0.3 -0.4
C 24.451 -2.142 20.867 0.8 0.7 0.9
O 24.080 -3.158 19.979 -0.9 -1.0 -1.2
P 23.995 -2.904 18.410 -0.2 0.0 -2.3
O 22.854 -2.030 17.920 2.1 -1.8 1.3
O 24.074 -4.468 17.798 0.9 4.4 3.9
C 23.166 -4.908 16.875 0.4 -1.7 -3.2
O 25.478 -2.303 18.010 -1.5 -1.4 -0.8
C 25.869 -0.959 18.234 0.0 0.5 1.8
H 24.400 -1.150 20.419 0.1 -0.1 0.1
H 25.460 -2.381 21.201 0.2 0.4 -0.1
H 23.853 -2.128 21.778 -0.4 -0.3 -0.3
H 23.822 -5.126 16.033 -0.2 0.2 -0.8
H 22.414 -4.225 16.478 -0.2 0.0 0.8
H 22.874 -5.938 17.076 -0.8 0.3 0.8
H 26.419 -0.368 17.502 -0.2 -1.0 -0.9
H 26.548 -1.077 19.079 0.0 0.7 0.2
H 25.011 -0.345 18.509 0.0 0.0 0.1
C 20.718 -9.655 26.630 -0.7 1.2 -0.4
O 20.724 -8.572 25.643 -0.6 1.7 -0.5
P 19.841 -7.144 25.684 2.2 -1.1 -0.2
O 20.163 -6.366 26.919 -1.4 -0.9 -2.0
O 18.318 -7.634 25.434 0.9 0.5 0.4
C 17.922 -8.581 24.439 -0.5 -0.2 -1.0
O 20.283 -6.430 24.222 -0.3 -4.0 3.7
C 19.877 -5.150 23.872 -0.1 0.5 -0.2
H 20.875 -10.560 26.044 -0.3 0.0 0.2
H 19.770 -9.597 27.165 -0.1 -0.6 -0.1
H 21.489 -9.578 27.396 0.3 0.4 -0.3
H 17.145 -8.168 23.796 -0.2 0.5 0.4
H 17.473 -9.471 24.879 0.3 0.1 0.4
H 18.666 -8.886 23.703 0.7 0.1 0.6
H 20.664 -4.483 24.224 0.0 0.4 -0.8
H 18.952 -4.794 24.326 -0.2 -0.3 0.0
H 19.750 -5.341 22.807 0.1 1.4 -0.1
C 15.475 2.244 19.466 1.3 0.2 -0.2
O 15.287 1.678 18.167 -1.7 -1.3 -0.5
P 14.296 0.395 18.007 1.5 0.3 0.6
O 14.338 -0.209 16.647 -0.5 0.7 1.9
O 14.933 -0.503 19.242 -1.7 1.4 -1.5
C 15.333 -1.837 19.030 -0.2 -1.0 0.8
O 12.883 0.935 18.611 1.7 -0.6 -0.4
C 11.672 0.868 17.886 -0.7 0.1 -0.8
H 15.309 1.543 20.285 -0.5 0.1 -0.1
H 14.949 3.195 19.546 -0.2 -0.3 0.2
H 16.548 2.434 19.465 0.0 0.3 0.3
H 16.413 -1.861 19.174 0.0 -0.3 -0.7
H 14.903 -2.282 18.133 0.7 0.3 -0.4
H 14.914 -2.458 19.821 -0.1 0.2 0.3
H 11.802 0.422 16.900 0.1 -0.4 0.2
H 11.287 1.862 17.658 0.2 0.2 0.4
H 10.933 0.328 18.478 0.1 -0.1 -0.1
Cl 20.220 -3.618 20.650 -0.3 -0.6 0.1
C 20.402 -1.886 20.590 0.5 0.0 0.0
Cl 20.838 -1.286 22.238 0.2 0.1 -0.9
Cl 18.971 -1.110 19.933 0.2 0.1 0.2
H 21.230 -1.755 19.893 0.0 0.6 0.3
Cl 17.083 0.420 22.797 0.1 0.0 -0.2
C 18.058 -0.305 24.074 -0.6 -0.5 0.0
Cl 18.144 -2.080 23.861 -0.2 0.4 0.2
Cl 17.269 0.065 25.631 0.7 0.0 -0.3
H 19.074 0.075 23.966 -0.3 0.1 0.5
```
Forces are in eV/Å.

Atomic partial charges in e from the Löwdin method, atoms 1 to 8: atom 1 (C): -0.1038, atom 2 (O): -0.2262, atom 3 (P): 0.4721, atom 4 (O): -0.2487, atom 5 (O): -0.2325, atom 6 (C): -0.0846, atom 7 (O): -0.2249, atom 8 (C): -0.0933

Entry 2:
Molecular formula: C17H16N7O4RuS5
Method: DFT, ωB97M-V with the def2-TZVPD basis set

Results
Kohn-Sham gap (spin up / spin down): 7.93 / 5.89 eV
LUMO level (spin up / spin down): -0.195 / -2.325 eV
2S+1: 6

```
50
Properties=species:S:1:pos:R:3:forces:R:3
Ru -0.715 1.059 0.852 -0.2 -0.1 -0.2
O -2.428 -3.841 3.874 0.0 0.1 0.0
C -1.649 -3.106 4.655 0.0 -0.1 -0.2
O -1.518 -3.323 5.831 0.0 0.0 0.1
C -0.891 -1.993 4.013 0.2 0.2 0.1
C 0.127 -1.303 4.650 -0.2 -0.1 -0.2
N 0.573 -0.368 3.797 0.0 -0.1 0.0
N -0.092 -0.405 2.637 -0.2 0.0 -0.1
C -0.994 -1.372 2.757 0.2 0.0 0.0
C -1.927 -1.594 1.600 0.0 -0.2 0.2
O -2.543 -2.646 1.512 0.0 0.0 0.1
O -1.993 -0.619 0.775 0.1 0.3 -0.2
H -2.469 -3.496 2.939 0.0 0.0 0.1
H 0.538 -1.436 5.631 0.1 0.0 0.2
H 1.328 0.288 3.925 -0.1 -0.1 0.0
S -1.402 1.099 -3.523 0.1 0.0 -0.1
C -1.386 1.566 -2.009 0.0 -0.1 -0.9
N -1.364 1.945 -0.889 0.0 0.2 1.0
C 1.783 4.517 -0.833 0.1 0.1 -0.1
N 1.629 3.204 -0.249 -0.1 -0.1 0.2
C 1.867 2.064 -0.898 0.0 0.1 0.0
S 1.583 0.565 -0.110 -0.1 -0.2 0.4
N 2.360 2.103 -2.131 -0.1 0.6 0.3
C 2.654 0.973 -2.982 0.0 -0.3 -0.1
H 1.527 5.258 -0.082 0.0 0.0 0.0
H 1.113 4.651 -1.685 0.0 0.0 0.0
H 2.818 4.688 -1.134 0.0 0.0 0.0
H 1.196 3.126 0.672 0.2 0.0 -0.4
H 2.488 3.013 -2.549 0.0 0.0 0.1
H 2.444 0.054 -2.441 0.0 0.0 -0.1
H 3.705 0.998 -3.269 0.0 -0.1 0.0
H 2.016 1.013 -3.864 0.0 0.0 0.0
S -2.959 6.713 -1.089 0.0 0.1 -0.1
C -2.706 5.518 0.011 0.3 0.3 -0.3
S -1.153 5.199 0.749 -0.2 0.1 0.0
C -1.832 3.843 1.579 0.0 -0.2 0.1
N -3.085 3.663 1.359 0.3 -0.3 0.2
N -3.566 4.598 0.500 0.0 0.0 0.1
C -4.927 4.450 0.116 -0.4 0.0 -0.1
C -5.777 5.545 0.112 0.0 -0.1 0.0
C -7.100 5.362 -0.254 0.0 -0.1 0.0
C -7.563 4.101 -0.602 0.0 0.0 0.0
C -6.700 3.014 -0.582 -0.1 0.0 0.0
C -5.374 3.183 -0.225 0.0 0.0 0.0
S -0.876 2.763 2.567 0.2 0.0 0.0
H -5.406 6.521 0.386 0.0 0.0 0.0
H -7.771 6.208 -0.263 -0.1 0.1 0.0
H -8.597 3.965 -0.887 0.0 0.0 0.0
H -7.058 2.030 -0.849 0.0 -0.1 0.0
H -4.689 2.347 -0.202 0.0 0.0 0.0
```
Forces are in eV/Å.

Atomic partial charges in e from the Löwdin method, atoms 1 to 8: atom 1 (Ru): 1.1301, atom 2 (O): 0.1319, atom 3 (C): -0.4984, atom 4 (O): 0.1095, atom 5 (C): -0.0371, atom 6 (C): 0.0219, atom 7 (N): 0.0306, atom 8 (N): -0.0425

Here are the calculated M numbers, same order: 799.06, 643.77 (g/mol).
Here are the calculated ΔE to the lowest compared entry with this formula, charge and spin numbers, same order: 293.1, 63.4 (kJ/mol).